[1]
Entry from the Open Molecules 2025 dataset: a structure of composition C21H37F3I2NO20P in a non-equilibrium geometry (wB97M-V/def2-TZVPD).

Properties
charge: 0
LUMO energy: -0.0261 hartree
highest occupied orbital energy: -9.270 eV

Positions of all 85 atoms, in Å:
C 3.4982 3.6220 0.8684
C 3.0926 3.8054 -0.6642
I 3.1840 5.8693 -1.4296
C 2.6642 2.7382 -1.5337
I 2.1364 3.2897 -3.5660
N 2.6092 1.3824 -0.9535
C 2.9337 0.3018 -1.9295
P 4.8181 0.0317 -2.1466
O 4.9277 -1.1805 -3.1099
O 5.5260 -0.5108 -0.6701
O 5.6095 1.3808 -2.8080
C 1.3705 1.1260 -0.2012
O 0.2672 1.0329 -0.8029
O 1.3702 0.9435 1.2202
C 2.3887 0.0535 1.6517
F 3.6975 0.6033 1.6235
F 2.1225 -0.2019 3.0342
F 2.2801 -1.1913 0.9997
H 4.4861 3.0711 1.0381
H 3.5850 4.6510 1.3820
H 2.6396 3.0836 1.4089
H 2.3943 0.3732 -2.9339
H 2.5685 -0.6879 -1.4500
H 5.7595 0.2746 -0.1157
H 6.5483 1.2926 -2.5207
C -3.8687 0.6794 5.1938
O -3.6518 -0.2057 4.0947
C -2.4755 -0.0306 3.4679
O -1.6322 0.7829 3.7562
O -2.4036 -0.9208 2.4624
C -1.1976 -0.8499 1.7028
H -4.8451 0.4475 5.6212
H -3.1095 0.5295 5.9646
H -3.8770 1.7182 4.8563
H -0.3316 -1.0609 2.3343
H -1.0997 0.1271 1.2256
H -1.2483 -1.6105 0.9225
C 11.8021 -2.3711 -2.3063
O 10.5900 -3.0963 -2.1109
C 9.5160 -2.5456 -2.7043
O 9.5104 -1.5296 -3.3579
O 8.4530 -3.3214 -2.4428
C 7.2301 -2.8536 -3.0167
H 12.5978 -2.9051 -1.7857
H 12.0555 -2.3226 -3.3678
H 11.7239 -1.3677 -1.8816
H 7.3021 -2.8257 -4.1066
H 6.9708 -1.8728 -2.6226
H 6.4414 -3.5544 -2.7417
C -9.7340 2.6046 8.3769
O -10.0593 2.5362 6.9898
C -9.1893 1.8233 6.2543
O -8.2014 1.2654 6.6676
O -9.6109 1.8402 4.9790
C -8.7751 1.1158 4.0777
H -10.5014 3.2021 8.8702
H -9.7332 1.6072 8.8223
H -8.7683 3.0937 8.5228
H -8.7367 0.0593 4.3522
H -7.7712 1.5458 4.0531
H -9.2086 1.1966 3.0803
C 3.8588 -2.9830 -4.9553
O 2.6421 -3.7085 -4.7602
C 1.5717 -3.1586 -5.3539
O 1.5656 -2.1438 -6.0085
O 0.5049 -3.9353 -5.0920
C -0.7138 -3.4674 -5.6658
H 4.6537 -3.5161 -4.4335
H 4.1136 -2.9370 -6.0173
H 3.7815 -1.9833 -4.5335
H -0.6412 -3.4392 -6.7554
H -0.9732 -2.4826 -5.2703
H -1.5028 -4.1684 -5.3907
C -8.1631 1.4076 -1.8478
O -7.6314 0.9354 -0.6113
C -6.2899 0.9874 -0.5325
O -5.5444 1.3864 -1.3933
O -5.9256 0.5175 0.6722
C -4.5166 0.5135 0.9002
H -9.2491 1.3194 -1.7991
H -7.9082 2.4587 -2.0007
H -7.8038 0.7979 -2.6798
H -4.1163 1.5297 0.8579
H -4.0110 -0.1318 0.1784
H -4.3422 0.1168 1.8971

---

[2]
Entry from the Open Molecules 2025 dataset: a structure of composition C21H37F3IMgN2O17P in a non-equilibrium geometry (wB97M-V/def2-TZVPD).

Properties
charge: -2
LUMO energy: -0.0177 hartree
highest occupied orbital energy: -2.636 eV

Positions of all 83 atoms, in Å:
C 2.2639 3.4426 2.9809
C 1.3439 2.9791 1.9364
O 1.4548 2.0031 1.2423
O 0.1726 3.7301 1.7204
C -0.5552 3.9194 2.9243
C -1.8897 4.5800 2.5990
C -2.7582 4.0969 1.4384
N -4.1059 3.4254 1.7264
C -4.9772 4.3038 2.5959
C -5.0588 3.7635 4.0080
C -5.8241 2.4447 4.0190
C -5.3420 1.4995 2.8979
C -4.0634 1.9714 2.2174
C -3.7728 1.1051 0.9734
C -3.0576 -0.2171 1.2560
O -3.5771 -1.0198 1.9820
I -1.3086 -0.6821 0.0717
H 2.7780 4.3592 2.6812
H 1.7591 3.6604 3.9208
H 2.9790 2.6290 3.1247
H -0.0233 4.6256 3.5747
H -0.6316 2.9834 3.4768
H -1.6148 5.6053 2.3123
H -2.4462 4.6387 3.5380
H -2.1800 3.4406 0.7864
H -3.0145 4.9726 0.8328
H -4.5593 3.3776 0.8142
H -4.6150 5.3297 2.5171
H -5.9801 4.2765 2.1520
H -5.5587 4.5200 4.6240
H -4.0599 3.6082 4.4274
H -5.6765 1.9619 4.9909
H -6.8961 2.6473 3.9231
H -6.1310 1.2928 2.1695
H -5.0713 0.5305 3.3323
H -3.1596 1.8722 2.8705
H -3.2163 1.6275 0.1895
H -4.7530 0.8343 0.5519
O -3.0318 7.2793 1.3598
H -3.1172 7.7382 2.2010
H -2.5021 7.8745 0.8168
C 0.1095 -4.1246 0.2308
O 0.8187 -3.1108 -0.0117
O -0.4802 -4.0792 1.5419
O -0.2006 -5.1215 -0.4136
H -0.1519 -3.2560 1.9172
Mg -1.3030 1.8664 2.0461
C 1.7287 -5.4736 -3.1403
C 3.1404 -5.1054 -2.7865
O 3.9858 -6.2679 -2.5530
C 4.5212 -6.8200 -3.6233
O 4.4286 -6.4818 -4.7665
C 5.4482 -7.9832 -3.1777
F 4.8444 -8.7694 -2.2834
F 6.5352 -7.4410 -2.5832
F 5.8637 -8.7148 -4.1969
H 1.2898 -6.0722 -2.3439
H 1.1309 -4.5662 -3.2208
H 1.6831 -6.0265 -4.0802
H 3.1550 -4.5576 -1.8459
H 3.6173 -4.5095 -3.5602
C 1.7650 -0.1343 -4.0935
C 1.2073 -0.6334 -2.7786
O 0.0177 -0.8715 -2.6274
N 2.0711 -0.8149 -1.7531
C 3.4876 -0.5296 -1.7106
H 0.9370 -0.0524 -4.7908
H 2.2381 0.8412 -3.9756
H 2.5045 -0.8282 -4.4945
H 1.6433 -1.2265 -0.9307
H 4.0693 -1.4273 -1.5188
H 3.7176 0.1942 -0.9262
H 3.8106 -0.1128 -2.6603
C 5.2579 -11.3736 -7.1291
O 5.9908 -10.4546 -7.5435
O 4.6524 -11.1204 -5.8395
O 4.9589 -12.4674 -7.6199
H 4.9781 -10.2419 -5.6163
O 2.7207 6.4259 2.3799
P 1.6628 6.9751 1.4222
O 0.2684 6.6409 1.9820
O 1.9256 6.3138 0.0717
O 1.7283 8.4818 1.2270

---

[3]
Entry from the Open Molecules 2025 dataset: a structure of composition C21H37MnN6O2S3 in a non-equilibrium geometry (wB97M-V/def2-TZVPD).

Properties
charge: +1
relative energy (zero: lowest compared OMol25 entry of this formula, charge and spin): 1.380 eV
LUMO energy (spin up / spin down): -0.0732 / -0.0730 hartree
highest occupied orbital energy (spin up / spin down): -10.361 / -9.991 eV
spin multiplicity: 2

Positions of all 70 atoms, in Å:
Mn -1.0916 0.4737 -0.6188
C -2.1169 3.5140 0.7740
C -3.3266 3.3848 -0.1257
S -3.3425 1.8482 -1.0810
C -3.1849 2.5212 -2.7752
C -2.1505 1.8452 -3.6614
S -0.4944 1.7047 -2.9873
C 0.0883 3.3813 -2.6790
C -0.4601 4.1325 -1.4582
S -0.5281 3.1190 0.0357
H -2.1796 2.7904 1.5835
H -2.0733 4.5079 1.2150
H -3.4264 4.2172 -0.8190
H -4.2193 3.3849 0.4966
H -2.9861 3.5858 -2.6838
H -4.1581 2.4101 -3.2495
H -2.1089 2.3475 -4.6281
H -2.4235 0.8034 -3.8310
H -0.0721 3.9667 -3.5832
H 1.1630 3.2329 -2.5652
H -1.4556 4.5308 -1.6407
H 0.1983 4.9701 -1.2458
N -0.3592 -2.0313 -4.5537
C -1.3346 -2.9034 -4.2685
N -1.4738 -3.9813 -5.0440
N -2.1858 -2.7566 -3.2714
C -2.1478 -1.7604 -2.4349
N -2.2207 -0.9349 -1.6209
H 0.3355 -2.2428 -5.2483
H -0.1231 -1.3257 -3.8749
H -0.9078 -4.1321 -5.8593
H -2.2421 -4.6030 -4.8573
C 4.5130 0.0085 3.5857
C 3.5101 -0.8335 4.3611
N 2.2149 -0.9225 3.6739
C 2.1065 -1.9387 2.6090
C 1.5104 -3.2587 3.0841
C 1.2121 -0.1095 4.1114
O 1.3331 0.6815 5.0381
C -0.1230 -0.1675 3.4059
C -1.2499 -0.6395 4.0584
C -2.4685 -0.6365 3.3972
C -2.5192 -0.1670 2.1022
N -1.4434 0.3265 1.4809
C -0.2707 0.3340 2.1310
H 5.4747 0.0323 4.1065
H 4.1464 1.0332 3.4922
H 4.6816 -0.3932 2.5822
H 3.3324 -0.3948 5.3337
H 3.8820 -1.8478 4.5054
H 3.1203 -2.1144 2.2532
H 1.5503 -1.5503 1.7626
H 2.0999 -3.6777 3.9064
H 1.4959 -3.9864 2.2664
H 0.4842 -3.1228 3.4360
H -1.1708 -0.9993 5.0785
H -3.3704 -0.9973 3.8770
H -3.4412 -0.1781 1.5356
H 0.5738 0.7540 1.5988
C 1.3107 -2.4699 -1.2059
C 1.5988 -0.9793 -1.3720
C 2.9794 -0.6434 -0.8521
O 0.6554 -0.1797 -0.7255
H 1.9095 -3.0789 -1.8968
H 0.2524 -2.6713 -1.3839
H 1.5423 -2.7835 -0.1806
H 1.6126 -0.7571 -2.4551
H 3.0125 -0.8286 0.2279
H 3.2037 0.4114 -1.0261
H 3.7467 -1.2550 -1.3422

---

[4]
Entry from the Open Molecules 2025 dataset: a structure of composition C21H38BN9V in a non-equilibrium geometry (wB97M-V/def2-TZVPD).

Properties
charge: 0
LUMO energy (spin up / spin down): 0.0135 / 0.0095 hartree
highest occupied orbital energy (spin up / spin down): -2.444 / -5.680 eV
spin multiplicity: 4

Positions of all 70 atoms, in Å:
V -0.2849 -0.6615 0.2894
C -0.8925 0.1538 3.7153
C -0.4161 1.1956 2.7598
C -0.0192 2.4810 3.0803
C 0.3222 3.0508 1.8717
C 0.8108 4.4504 1.6642
N 0.1404 2.1307 0.9020
N -0.3174 1.0050 1.4292
B 0.3349 2.2584 -0.6088
N -0.9581 1.7717 -1.2212
N -1.3543 0.5437 -0.9306
C -2.5163 0.3419 -1.5853
C -3.3017 -0.9245 -1.5269
C -2.8557 1.4754 -2.3052
C -1.8365 2.3688 -2.0485
C -1.7148 3.7590 -2.5868
N 1.3988 1.2592 -1.0629
N 1.1968 -0.0438 -0.9358
C 2.2770 -0.6689 -1.4453
C 2.4461 -2.1500 -1.4885
C 3.1811 0.2646 -1.9163
C 2.5864 1.4829 -1.6629
C 3.1553 2.8270 -1.9950
H -0.8886 0.5460 4.7543
H -1.9259 -0.1495 3.4475
H -0.2253 -0.7315 3.6608
H 0.0109 2.9393 4.0603
H 0.8688 4.9902 2.6329
H 1.8208 4.4271 1.2046
H 0.1129 4.9928 0.9930
H 0.6192 3.3726 -0.9210
H -2.7912 -1.6624 -0.8729
H -4.3128 -0.7174 -1.1185
H -3.3978 -1.3508 -2.5472
H -3.7268 1.6254 -2.9296
H -2.5766 3.9982 -3.2448
H -1.6921 4.4823 -1.7452
H -0.7771 3.8489 -3.1739
H 1.5612 -2.6502 -1.0415
H 2.5557 -2.4821 -2.5419
H 3.3523 -2.4385 -0.9163
H 4.1389 0.0791 -2.3848
H 4.1467 2.7203 -2.4836
H 2.4706 3.3606 -2.6866
H 3.2749 3.4201 -1.0645
C -0.4285 -3.1469 -1.2175
C -1.8369 -2.6025 -0.8747
N -1.7946 -1.9421 0.4105
C -1.4240 -2.8122 1.5369
C -0.3918 -2.1544 2.4854
N 0.6857 -1.3615 1.8685
C 1.8726 -2.0914 1.4655
C 1.5656 -2.9842 0.2485
N 0.5730 -2.2878 -0.5660
H -0.2809 -3.1412 -2.3031
H -0.3474 -4.1914 -0.8952
H -2.5832 -3.4036 -0.9004
H -2.1212 -1.8612 -1.6299
H -2.7195 -1.2688 0.7602
H -1.0376 -3.7841 1.2141
H -2.3318 -3.0450 2.1070
H 0.0190 -2.9020 3.1746
H -0.9581 -1.4556 3.1154
H 0.8496 -0.4246 2.5959
H 2.2951 -2.6771 2.2890
H 2.6310 -1.3564 1.1713
H 1.1906 -3.9466 0.6149
H 2.4734 -3.1853 -0.3297
H 1.1779 -1.6966 -1.5397
H -1.0819 -1.2716 1.7260

---

[5]
Entry from the Open Molecules 2025 dataset: a structure of composition C21H38F3InO2PSSiSr in a non-equilibrium geometry (wB97M-V/def2-TZVPD).

Properties
charge: +1
LUMO energy: -0.2524 hartree
highest occupied orbital energy: -7.725 eV

Positions of all 69 atoms, in Å:
C 5.8140 -3.0408 1.2049
C 5.9418 -1.6013 1.9020
In 5.1446 -0.0501 0.4389
C 3.3067 0.8051 1.3946
C 2.2081 1.3103 0.3390
C 1.1582 2.1639 1.1652
C -0.0858 2.6401 0.3183
C -1.3206 2.9749 1.2766
C -2.6926 3.0867 0.4711
C -3.0096 1.6612 -0.1215
C -4.5792 1.4102 -0.3803
Si -4.8942 -0.3894 0.1764
C -4.8687 -0.4290 2.0905
C -3.4686 -1.4294 -0.6074
C -6.5542 -1.1233 -0.4176
C -6.7444 -2.5829 -0.2112
C -7.9330 -3.3205 -0.6303
C -9.0376 -2.5837 -1.2744
C -8.8728 -1.1453 -1.4722
C -7.6539 -0.4023 -1.0726
P 6.9435 1.7219 0.1249
C 6.5143 2.9830 -1.1808
C 8.5148 0.7925 -0.2963
S 4.3627 -1.1197 -1.7212
O 3.0741 -1.8008 -1.4033
O 4.1028 -0.0518 -2.7156
C 5.5964 -2.3071 -2.4970
F 6.8323 -2.2316 -1.8879
F 5.0944 -3.5740 -2.5350
F 5.8023 -1.8924 -3.8015
H 4.8457 -3.0485 0.6386
H 5.8319 -3.8516 1.9938
H 6.7133 -3.1944 0.5557
H 6.9909 -1.3702 2.2293
H 5.3046 -1.6482 2.8282
H 2.8294 -0.0489 1.9657
H 3.5130 1.6165 2.1414
H 1.7611 0.4109 -0.1614
H 2.7432 1.9056 -0.4474
H 0.8642 1.5154 2.0445
H 1.7226 3.0789 1.5167
H 0.1968 3.6377 -0.1345
H -0.3653 1.9119 -0.4881
H -1.4494 2.2155 2.0928
H -1.0618 3.9715 1.7448
H -3.4775 3.3595 1.2378
H -2.6621 3.8924 -0.3148
H -2.3892 1.3984 -1.0201
H -2.7032 0.9160 0.6790
H -5.1640 2.1040 0.2808
H -4.7887 1.5725 -1.4746
H -5.9072 -0.2164 2.4597
H -4.5364 -1.4645 2.3885
H -4.1533 0.3637 2.4286
H -2.6285 -1.5638 0.1364
H -3.0246 -0.8119 -1.4398
H -3.8646 -2.4047 -0.9935
H -5.9276 -3.1622 0.2988
H -7.9451 -4.4288 -0.4401
H -9.9514 -3.1515 -1.5885
H -9.7226 -0.6220 -1.9803
H -7.5551 0.6892 -1.2701
H 7.1851 3.8834 -1.0088
H 5.4649 3.3735 -1.1187
H 6.7504 2.6493 -2.2359
H 9.3793 1.2944 0.2130
H 8.6721 0.6488 -1.4013
H 8.4142 -0.2394 0.1464
Sr -8.6009 -5.6565 0.8212

---

[6]
Entry from the Open Molecules 2025 dataset: a structure of composition C21H38GeN4O2PtSe (wB97M-V/def2-TZVPD).

Properties
charge: +2
relative energy (zero: lowest compared OMol25 entry of this formula, charge and spin): 0.310 eV
LUMO energy: -0.2312 hartree
highest occupied orbital energy: -14.866 eV

Positions of all 68 atoms, in Å:
Pt 0.1667 0.3864 0.0850
O -1.3076 -3.8726 5.2469
C -2.3703 -3.1952 4.6263
C -1.8074 -2.3093 3.5540
C -2.6389 -1.5776 2.7140
C -2.0832 -0.7997 1.7239
N -0.7608 -0.7116 1.5305
C 0.0588 -1.3476 2.3961
C -0.4359 -2.1664 3.3924
C 1.4909 -1.0295 2.2499
C 2.4764 -1.5804 3.0437
C 3.7999 -1.1861 2.8894
C 4.8757 -1.8242 3.7369
O 4.3665 -2.2870 4.9640
C 4.0790 -0.2247 1.9276
C 3.0492 0.2821 1.1635
N 1.7768 -0.1012 1.3093
H -1.6370 -4.3901 5.9885
H -2.9256 -2.5665 5.3326
H -3.0863 -3.8859 4.1665
H -3.7151 -1.6071 2.8227
H -2.6991 -0.2099 1.0683
H 0.2242 -2.6929 4.0637
H 2.2373 -2.3106 3.8026
H 5.7188 -1.1404 3.8550
H 5.2468 -2.6987 3.1947
H 4.4969 -1.6234 5.6488
H 5.0859 0.1360 1.7650
H 3.2640 1.0292 0.4142
C 1.9826 3.9883 0.0641
C 0.6074 3.9001 -0.6002
C 0.3183 5.1803 -1.3801
C -0.4811 3.6847 0.4454
N 0.5410 2.8278 -1.6333
N 1.2002 1.5913 -1.2660
H 2.0439 4.8954 0.6639
H 2.7878 4.0374 -0.6754
H 2.1651 3.1563 0.7521
H 0.2775 6.0281 -0.6982
H -0.6396 5.1093 -1.8957
H 1.0997 5.3838 -2.1161
H -0.4623 4.5014 1.1674
H -0.3375 2.7547 1.0034
H -1.4641 3.6637 -0.0260
H 1.0222 3.1663 -2.4629
H 2.1367 1.7958 -0.9164
H 1.3383 1.0798 -2.1367
C -3.3017 -0.5091 -4.7247
Ge -1.5822 -1.3555 -4.3704
C -1.5408 -3.2208 -4.9069
C -0.1165 -0.3016 -5.1145
C -1.2501 -1.3199 -2.3947
Se -1.5526 0.4662 -1.6530
C -3.4071 0.1871 -1.1616
H -3.4308 -0.4045 -5.8021
H -3.3658 0.4914 -4.2936
H -4.1273 -1.1159 -4.3511
H -1.6872 -3.3064 -5.9834
H -2.3360 -3.7781 -4.4120
H -0.5848 -3.6799 -4.6566
H -0.2937 -0.0822 -6.1669
H 0.8302 -0.8367 -5.0345
H -0.0303 0.6591 -4.5986
H -0.2062 -1.5548 -2.1874
H -1.8660 -2.0231 -1.8339
H -3.9399 0.1438 -2.1087
H -3.7534 1.0453 -0.5904
H -3.5405 -0.7443 -0.6207